<1>
Here is a single C9H11OP molecule from the OMol25 dataset. Energies are from the ωB97M-V functional and the def2-TZVPD basis.

```
! RIJCOSX wB97M-V def2-TZVPD def2/J DEFGRID3
* xyz 0 1
P -0.181 1.418 0.453
O 2.062 -0.049 -4.259
C 1.678 -0.333 -3.153
C 0.624 -1.373 -2.818
C 1.204 0.072 0.315
C -0.547 2.904 -0.148
C 2.210 0.439 -2.026
C 1.797 0.114 -0.840
C -1.175 0.933 1.890
C -1.375 -0.373 2.153
C -2.194 -0.813 3.366
H 0.018 3.431 -0.948
H 1.215 -0.682 1.060
H -1.727 -1.739 3.798
H -1.031 -0.997 1.317
H 0.201 -1.804 -3.805
H -2.118 -0.136 4.229
H -0.159 -0.759 -2.210
H 3.012 1.116 -2.199
H -3.325 -0.975 3.249
H 1.052 -2.082 -2.209
H -1.242 1.686 2.786
*
```

Its SMILES is C#P(C=C=CC(C)=O)/C=C/C. The value obtained for the frontier orbital gap is 8.4255 eV.

***

<2>
Here is 2 unconnected molecules or ions with the total composition C9H11OP from the OMol25 dataset. Energies are from the ωB97M-V functional and the def2-TZVPD basis.

```
! RIJCOSX wB97M-V def2-TZVPD def2/J DEFGRID3
* xyz 0 1
P 2.613 -0.046 0.349
O -0.439 0.776 -2.544
C 0.862 2.000 1.364
C 0.376 -0.052 -2.412
C -0.223 2.436 2.015
C 1.148 0.595 1.195
C -0.945 0.234 2.579
C 0.255 -1.522 -2.214
C -0.944 -2.246 -2.828
C 0.158 -0.237 1.774
C -1.106 1.568 2.722
H 1.070 -2.094 -2.486
H -0.389 3.492 1.986
H 3.337 1.354 0.315
H -1.934 1.931 3.159
H -1.802 -1.815 -2.530
H -0.034 -1.676 -1.175
H -0.985 -2.225 -4.030
H 0.060 -1.314 1.724
H -1.487 -0.582 2.846
H -1.119 -3.272 -2.620
H 1.526 2.696 0.809
*
```

The value obtained for the frontier orbital gap (spin up / spin down) is 8.1683 / 6.4404 eV.

***

Which of them is the least stable? Correct choice: <1>.

***

<1>
Here is 2 unconnected molecules or ions with the total composition C8H19NO from the OMol25 dataset. Energies are from the ωB97M-V functional and the def2-TZVPD basis.

```
! RIJCOSX wB97M-V def2-TZVPD def2/J DEFGRID3
* xyz 0 1
O 2.907 -2.378 1.901
N 1.231 -1.331 0.738
C -1.652 2.956 -2.636
C 1.480 -0.060 1.488
C 1.939 -2.458 1.108
C 1.508 -3.797 0.601
C -0.401 0.711 0.253
C -1.136 -0.444 0.954
C -1.319 1.440 -0.687
C -0.660 2.362 -1.600
H 2.282 -4.256 -0.050
H 1.397 -4.408 1.530
H 0.603 0.180 2.114
H -1.893 0.597 -1.204
H -0.195 3.153 -0.999
H 0.532 -3.729 0.051
H -2.058 2.016 -0.004
H -1.145 3.670 -3.399
H 2.391 -0.222 2.136
H -2.523 3.396 -2.132
H 0.170 1.843 -2.106
H -2.078 -0.199 1.369
H -0.036 1.294 1.034
H -1.366 -1.203 0.222
H 0.524 0.339 -0.272
H 0.362 -1.470 0.219
H 1.618 0.823 0.806
H -0.559 -0.853 1.742
H -1.923 2.026 -3.178
*
```

Its SMILES is CNC(C)=O.CCCCC. The value obtained for the frontier orbital gap is 10.2477 eV.

***

<2>
Here is a molecular structure, C8H19NO from the OMol25 dataset. Energies are from the ωB97M-V functional and the def2-TZVPD basis.

```
! RIJCOSX wB97M-V def2-TZVPD def2/J DEFGRID3
* xyz 0 1
O -0.440 -1.550 -0.400
N -0.882 2.226 2.105
C -0.816 1.288 1.106
C 2.513 -1.034 -0.575
C 0.031 1.728 -0.059
C 0.230 -0.244 1.965
C -2.158 0.703 0.755
C -0.705 -1.542 -2.751
C 1.526 -1.146 -1.701
C 0.215 -1.412 -1.565
H 3.510 -1.323 -0.913
H 0.003 -1.068 0.555
H -1.187 -2.521 -2.731
H -2.704 0.404 1.649
H 0.782 -1.186 1.956
H 2.246 -1.681 0.263
H -2.745 1.456 0.221
H -0.172 -1.424 -3.692
H -1.465 2.006 2.900
H 1.908 -1.003 -2.703
H -0.016 2.683 2.357
H 2.598 -0.011 -0.189
H -0.475 -0.357 2.789
H 1.006 2.082 0.275
H 0.165 0.922 -0.774
H -2.030 -0.157 0.102
H 1.035 0.402 2.320
H -1.497 -0.794 -2.696
H -0.475 2.552 -0.569
*
```

The value obtained for the frontier orbital gap is 8.5690 eV.

***

<3>
Here is a single C8H19NO molecule from the OMol25 dataset. Energies are from the ωB97M-V functional and the def2-TZVPD basis.

```
! RIJCOSX wB97M-V def2-TZVPD def2/J DEFGRID3
* xyz 0 1
O 1.424 -2.012 -1.315
N -0.312 -0.404 -0.906
C 1.004 -1.072 -0.293
C -0.003 0.504 -2.027
C -1.790 -0.773 1.191
C -2.483 0.964 -0.477
C 2.797 -0.402 1.354
C -1.331 0.394 0.330
C -0.466 1.361 1.017
C 1.917 -0.044 0.175
H 0.717 0.034 -2.695
H 3.559 -1.170 1.154
H 2.442 0.474 -0.630
H -2.929 0.223 -1.148
H -2.183 1.834 -1.060
H 2.195 -0.765 2.195
H 0.629 -1.686 0.524
H -0.578 2.386 0.669
H 0.415 1.426 -1.631
H -3.258 1.296 0.217
H 3.330 0.483 1.712
H -0.537 1.310 2.101
H -0.982 -1.165 1.805
H -2.210 -1.589 0.596
H 0.703 0.955 0.758
H 2.280 -1.697 -1.627
H -0.883 -1.169 -1.254
H -0.899 0.726 -2.602
H -2.570 -0.419 1.868
*
```

The value obtained for the frontier orbital gap is 6.3759 eV.

***

Which of them is the least stable? Correct choice: <3>.

***

<1>
Here is 3 unconnected molecules or ions with the total composition C3H14NO2S2 from the OMol25 dataset. Energies are from the ωB97M-V functional and the def2-TZVPD basis.

```
! RIJCOSX wB97M-V def2-TZVPD def2/J DEFGRID3
* xyz 1 1
S 1.442 0.103 2.682
S 3.125 1.092 1.917
O 2.583 -0.657 -2.319
O -5.491 1.525 0.049
N 1.381 -1.060 -0.136
C -0.912 -0.367 -0.711
C 0.016 -0.731 0.461
C 0.096 0.424 1.444
H -6.433 1.704 -0.083
H -1.920 -0.830 -0.646
H 3.518 -0.821 -2.480
H -1.091 0.698 -0.822
H 0.223 1.358 0.860
H 2.030 -0.294 -0.351
H 3.067 2.304 2.472
H -5.360 0.625 -0.297
H 2.304 -0.067 -3.033
H -0.811 0.517 2.059
H 1.231 -1.713 -0.897
H 1.953 -1.483 0.615
H -0.527 -0.701 -1.709
H -0.423 -1.627 0.922
*
```

The value obtained for the frontier orbital gap is 10.2539 eV.

***

<2>
Here is 3 unconnected molecules or ions with the total composition C3H14NO2S2 from the OMol25 dataset. Energies are from the ωB97M-V functional and the def2-TZVPD basis.

```
! RIJCOSX wB97M-V def2-TZVPD def2/J DEFGRID3
* xyz 1 1
S 1.922 0.105 2.454
S 2.529 0.108 0.489
O -1.902 -0.925 2.175
O 1.283 -1.882 -2.465
N -0.567 1.313 0.991
C 0.031 1.224 -0.402
C -1.098 1.025 -1.390
C 0.993 0.041 -0.525
H -0.282 0.531 1.607
H 0.584 -0.953 -0.412
H -1.580 1.309 1.134
H -0.137 2.044 1.564
H 1.637 -1.133 2.870
H 2.169 -2.249 -2.517
H -1.393 1.954 -1.865
H 0.584 2.169 -0.593
H -1.705 -1.562 2.870
H -1.818 0.251 -1.107
H -2.614 -1.353 1.678
H 1.306 0.013 -1.567
H -0.617 0.545 -2.255
H 0.674 -2.576 -2.734
*
```

The value obtained for the frontier orbital gap is 9.8755 eV.

***

Which of them is the least stable? Correct choice: <2>.